Entry 1:
One molecule with the formula C5H9NO. Source: the Open Molecules 2025 dataset; level of theory: the ωB97M-V functional and the def2-TZVPD basis.

Each line ends with the natural charge from an NBO analysis.
Geometry (Å):
O (-1.95, 0.94, 2.03)  -0.579
N (-1.68, 0.97, 0.66)  -0.138
C (0.20, -0.66, 1.23)  -0.477
C (-0.04, -0.17, -0.91)  -0.253
C (0.89, 0.82, -1.61)  -0.599
C (-0.67, 0.25, 0.41)  0.232
C (0.68, -1.29, -0.10)  -0.390
H (-0.78, -0.54, -1.62)  0.218
H (0.36, 1.72, -1.91)  0.219
H (1.31, 0.35, -2.51)  0.211
H (-2.73, 1.50, 2.10)  0.475
H (0.26, -2.28, -0.28)  0.211
H (1.77, -1.34, -0.23)  0.205
H (0.98, -0.09, 1.75)  0.228
H (-0.32, -1.29, 1.96)  0.233
H (1.73, 1.11, -0.96)  0.204

Values from the calculation:
F_max = 0.69 eV/Å
Net charge = 0
Structure (SMILES) = C[C@H]1CC/C1=N\O
HOMO-LUMO gap = 10.519 eV
Spin multiplicity = 1
DFT total energy = -8866.2912 eV

---

Entry 2:
One molecule with the formula C4H8N2O at a distorted geometry. Source: the Open Molecules 2025 dataset; level of theory: the ωB97M-V functional and the def2-TZVPD basis.

Each line ends with the natural charge from an NBO analysis.
Geometry (Å):
O (-0.20, -0.25, -1.59)  -0.443
N (-2.30, -0.04, -0.35)  -0.692
N (-1.11, -0.43, -2.71)  -0.556
C (1.02, 0.18, 0.91)  -0.095
C (-0.30, 0.12, 0.87)  -0.332
C (-1.04, -0.13, -0.29)  0.529
C (1.92, 0.46, 2.03)  -0.665
H (2.88, 0.94, 1.60)  0.238
H (-1.00, 0.36, 1.76)  0.228
H (-2.64, 0.20, -1.31)  0.366
H (1.36, 0.11, -0.13)  0.226
H (2.43, -0.58, 2.14)  0.242
H (1.40, 0.87, 2.88)  0.236
H (-0.57, -0.86, -3.53)  0.375
H (-1.85, -0.96, -2.28)  0.344

Values from the calculation:
F_max = 4.62 eV/Å
Net charge = 0
Structure (SMILES) = [H]/N=C(/C=C/C)ON
HOMO-LUMO gap = 9.989 eV
Spin multiplicity = 1
DFT total energy = -9301.5030 eV

---

Entry 3:
One molecule with the formula C4H4O at a distorted geometry. Source: the Open Molecules 2025 dataset; level of theory: the ωB97M-V functional and the def2-TZVPD basis.

Each line ends with the natural charge from an NBO analysis.
Geometry (Å):
O (0.00, 1.30, -0.73)  -0.456
C (0.79, -0.78, -0.49)  -0.359
C (-0.62, 0.69, 0.43)  -0.160
C (-0.33, -0.77, 0.24)  -0.145
C (1.09, 0.60, -1.01)  0.228
H (0.09, 1.03, 1.18)  0.218
H (1.44, -1.60, -0.76)  0.226
H (-0.91, -1.59, 0.66)  0.232
H (-1.60, 1.11, 0.66)  0.214

Values from the calculation:
F_max = 1.17 eV/Å
Net charge = 0
HOMO-LUMO gap = 8.332 eV
Spin multiplicity = 1
DFT total energy = -6256.3237 eV

---

Entry 4:
A 3-piece molecular cluster, C34H52F2N2O8SSi overall at a distorted geometry. Source: the Open Molecules 2025 dataset; level of theory: the ωB97M-V functional and the def2-TZVPD basis.

Each line ends with the Mulliken charge.
Geometry (Å):
S (0.17, -0.89, 1.25)  0.806
Si (5.84, 0.32, -0.33)  0.131
F (4.23, 0.80, 2.82)  -0.304
F (4.38, -1.03, 4.34)  -0.388
O (2.67, -3.62, 2.80)  -0.330
O (1.91, -4.13, 1.87)  -0.218
O (-6.79, -0.83, 0.49)  -0.552
O (0.02, 0.15, 0.12)  -0.531
O (1.87, -1.07, 1.42)  0.204
O (-0.12, -0.45, 2.88)  -0.334
O (-4.44, -0.16, -0.10)  -0.166
O (-0.43, -2.21, 0.69)  -0.560
N (0.30, -4.39, -3.66)  -0.500
N (-2.94, 5.31, -2.50)  -0.540
C (7.48, 0.55, -1.38)  -1.008
C (1.18, -0.04, 3.52)  0.802
C (-5.63, -1.02, -0.21)  0.453
C (0.84, -0.30, 5.13)  -0.708
C (-0.49, 3.68, 1.31)  0.289
C (-5.11, 3.85, -2.73)  0.163
C (1.18, 1.57, 3.19)  -0.524
C (-5.41, 3.47, -4.19)  -0.577
C (3.90, -0.64, 2.96)  0.694
C (2.33, -1.70, -3.66)  -0.389
C (-0.17, 2.37, 3.67)  -0.279
C (4.88, -1.45, 1.91)  -0.247
C (-0.50, -4.39, -2.82)  0.209
C (0.48, -0.80, 6.42)  -0.951
C (-5.71, 4.68, -5.06)  -1.183
C (3.31, -2.76, -2.83)  -0.471
C (-2.14, -6.84, -2.02)  -1.234
C (2.43, -0.08, -3.44)  -0.436
C (3.55, 0.46, -2.35)  -0.241
C (4.58, -0.55, -1.50)  0.525
C (-4.71, 1.08, 0.65)  -0.390
C (-2.02, 4.13, 0.91)  -0.907
C (-3.90, 4.66, -2.60)  0.351
C (4.46, -2.17, -1.76)  -0.212
C (6.15, -0.58, 1.35)  -0.507
C (-2.83, 3.00, 0.00)  -0.268
C (2.01, -2.52, 3.52)  -0.767
C (-0.14, 3.87, 2.93)  -0.709
C (-5.66, -2.28, -1.29)  -0.560
C (2.31, -1.02, 2.85)  1.134
C (-1.64, -5.75, -1.08)  -0.352
C (-1.51, -4.38, -1.76)  0.567
C (5.15, 2.10, 0.07)  -0.746
C (-3.23, 1.75, 1.02)  0.497
H (-2.35, -5.66, -0.25)  0.352
H (-0.19, 2.45, 4.84)  0.415
H (-5.95, 4.36, -6.08)  0.348
H (-1.24, -3.64, -1.00)  -0.322
H (1.76, 0.73, -4.01)  0.282
H (-3.11, -6.58, -2.45)  0.301
H (-6.72, -2.83, -1.30)  0.280
H (-1.05, 4.49, 3.37)  0.349
H (-5.22, 0.88, 1.71)  0.300
H (3.19, -3.93, -3.00)  0.310
H (0.35, 4.19, 0.64)  0.380
H (7.02, -1.37, 1.14)  0.303
H (-4.79, -3.02, -0.95)  0.050
H (-2.72, 4.36, 1.83)  0.325
H (-6.57, 5.24, -4.68)  0.301
H (2.57, -4.56, 1.22)  0.301
H (-2.25, -7.78, -1.48)  0.363
H (3.62, 1.64, -2.23)  0.168
H (-2.41, 0.92, 0.86)  -0.519
H (-5.39, -1.85, -2.36)  0.254
H (-0.68, -6.05, -0.65)  0.256
H (-4.85, 5.36, -5.12)  0.344
H (7.69, -0.53, -1.86)  0.283
H (-0.41, 2.53, 1.11)  -0.374
H (2.15, 2.03, 3.70)  0.369
H (5.35, -2.36, 2.53)  0.349
H (4.29, -1.97, 1.02)  -0.170
H (0.90, 4.40, 3.04)  0.313
H (1.53, -2.15, -4.43)  0.330
H (7.18, 1.24, -2.28)  0.245
H (2.37, -2.59, 4.65)  0.263
H (-1.44, -7.01, -2.85)  0.326
H (0.86, -2.78, 3.54)  0.376
H (-1.95, 5.09, 0.20)  0.280
H (-2.48, -4.08, -2.17)  0.134
H (-4.56, 2.92, -4.61)  0.312
H (-1.18, 1.88, 3.34)  0.006
H (1.38, 1.66, 2.02)  0.023
H (6.61, 0.18, 2.13)  0.351
H (-3.19, 2.08, 2.16)  0.266
H (-0.10, -1.09, 7.42)  0.356
H (3.96, 2.08, 0.09)  0.042
H (-5.97, 4.38, -2.31)  0.356
H (-6.27, 2.80, -4.21)  0.344
H (-2.20, 2.64, -0.92)  0.326
H (-4.99, 2.93, -2.15)  -0.135
H (-5.36, 1.82, 0.00)  0.205
H (5.55, 2.51, 1.10)  0.258
H (5.17, -2.92, -1.17)  0.288
H (-3.85, 3.47, -0.38)  -0.161
H (8.37, 0.95, -0.74)  0.276
H (5.42, 2.81, -0.85)  0.283

Values from the calculation:
F_max = 9.98 eV/Å
Net charge = 0
Structure (SMILES) = C#C[C@]1(CCCCCCCCOC(C)=O)OS(=O)(=O)O[C@@]1(COO)C(F)(F)CC[Si](C)(C)c1ccccc1.CCCC#N.CCCC#N
HOMO-LUMO gap = 7.614 eV
Spin multiplicity = 1
DFT total energy = -79583.1850 eV

---

Entry 5:
C8H18BKNO16PS as an isolated structure at a distorted geometry. Source: the Open Molecules 2025 dataset; level of theory: the ωB97M-V functional and the def2-TZVPD basis.

Each line ends with the Mulliken charge.
Geometry (Å):
K (2.99, -2.51, 3.04)  0.927
S (-4.84, 1.50, -0.97)  1.134
P (2.01, -0.53, 1.02)  1.182
O (1.17, -1.22, -0.09)  -0.108
O (-1.02, -3.07, -2.78)  -0.658
O (-1.10, -0.84, 0.66)  -0.419
O (7.81, -5.47, 1.65)  -0.795
O (-6.36, 1.07, -0.67)  -0.329
O (0.14, -4.21, -1.35)  -0.662
O (1.31, -0.30, 2.30)  -0.742
O (7.28, -3.69, 2.96)  -0.843
O (3.31, 2.71, 1.62)  -0.466
O (-4.83, 2.74, -1.64)  -0.568
O (-4.51, 0.35, -2.03)  -0.246
O (2.55, 0.83, 0.41)  -0.292
O (3.27, -1.59, 1.34)  -0.848
O (-4.08, 1.27, 0.21)  -0.514
O (1.14, -2.89, -2.76)  -0.612
O (5.66, -4.88, 1.99)  -0.777
N (0.09, -3.40, -2.30)  0.976
C (1.25, 3.59, 0.59)  -0.253
C (-0.54, -0.24, -1.75)  -1.083
C (-6.77, 0.06, -1.60)  -0.319
C (1.93, 2.99, 1.84)  -0.542
C (-5.50, -0.68, -1.96)  -0.329
C (-0.16, 3.02, 0.51)  -1.116
C (3.60, 1.41, 1.20)  -0.405
C (6.95, -4.70, 2.19)  0.583
B (-0.15, -0.77, -0.32)  0.386
H (1.85, 3.27, -0.25)  0.292
H (0.06, -0.77, -2.48)  0.383
H (-1.60, -0.41, -1.90)  0.285
H (-5.57, -1.20, -2.91)  0.312
H (3.83, 0.79, 2.06)  0.364
H (4.46, 1.48, 0.55)  0.316
H (1.92, 3.77, 2.60)  0.423
H (-0.09, 1.95, 0.32)  0.083
H (-0.70, 3.14, 1.44)  0.366
H (-1.56, 0.01, 0.63)  0.318
H (-5.22, -1.38, -1.18)  0.278
H (-0.73, 3.43, -0.32)  0.438
H (-7.21, 0.56, -2.47)  0.283
H (1.22, 4.67, 0.68)  0.304
H (1.37, 2.16, 2.25)  0.244
H (-0.35, 0.83, -1.83)  0.394
H (3.24, -2.25, 0.60)  0.359
H (-7.52, -0.58, -1.14)  0.299

Values from the calculation:
F_max = 8.92 eV/Å
Net charge = -2
HOMO-LUMO gap = 1.513 eV
Spin multiplicity = 1
DFT total energy = -79962.0055 eV

---

Entry 6:
An isolated ion of composition C7H14NO and charge +1 at a distorted geometry. Source: the Open Molecules 2025 dataset; level of theory: the ωB97M-V functional and the def2-TZVPD basis.

Each line ends with the natural charge from an NBO analysis.
Geometry (Å):
O (-1.57, -1.40, -0.72)  -0.677
N (-2.99, 0.26, 0.05)  -0.682
C (1.36, -0.50, -0.25)  -0.219
C (0.64, -0.44, 1.15)  -0.394
C (-1.59, -0.21, 0.01)  0.358
C (-0.48, 1.14, -0.32)  -0.188
C (2.86, -0.32, -0.10)  -0.623
C (0.71, 0.74, -1.08)  -0.457
C (-0.63, 0.38, 0.97)  -0.287
H (0.64, 0.54, -2.17)  0.244
H (-0.95, 0.79, 1.87)  0.238
H (-3.13, 0.33, -0.91)  0.446
H (1.19, 0.13, 1.91)  0.251
H (3.21, -0.51, -1.13)  0.230
H (-3.62, -0.48, 0.41)  0.447
H (1.53, 1.55, -1.14)  0.246
H (-0.81, -1.94, -0.29)  0.516
H (3.28, -1.02, 0.78)  0.229
H (-1.07, 2.04, -0.44)  0.223
H (0.26, -1.58, 1.41)  0.209
H (1.08, -1.34, -0.86)  0.205
H (-3.17, 1.15, 0.57)  0.460
H (3.24, 0.67, 0.27)  0.225

Values from the calculation:
F_max = 3.94 eV/Å
Net charge = +1
Structure (SMILES) = C[C@@H]1C[C@@H]2[C@H](C1)[C@]2([NH3+])O
HOMO-LUMO gap = 9.434 eV
Spin multiplicity = 1
DFT total energy = -11014.2465 eV